Computed, not measured: 6 unconnected molecules or ions with the total composition C37H82FN8O12P2, with wB97M-V/def2-TZVPD.

Last column: Löwdin charge in e.
Positions of all 142 atoms, in Å:
1 P 1.02843 0.29199 1.42527  0.49
2 P -3.49492 -5.33525 0.83989  0.59
3 F -0.76685 -3.83714 0.06481  0.08
4 O -2.13623 -5.88908 1.46231  -0.12
5 O 1.22517 -0.03983 2.95891  -0.20
6 O 2.89207 8.33089 2.04976  0.00
7 O 2.83526 -3.18588 -3.06293  -0.01
8 O -5.05392 -2.99910 -4.54632  0.00
9 O -3.56685 -0.05295 2.73072  -0.17
10 O -1.78066 -2.35266 -1.33010  -0.04
11 O -1.45989 5.89814 5.14651  0.00
12 O 2.50296 0.34473 0.80934  -0.18
13 O 7.55232 11.35184 2.60093  0.01
14 O 0.28531 1.55002 1.25932  -0.24
15 O -4.22656 -6.61653 0.21666  -0.11
16 N 4.94035 8.71425 2.94418  -0.18
17 N -1.00709 -1.95243 4.39565  0.16
18 N -3.67779 -1.85650 1.17186  0.04
19 N 4.28454 -4.44672 -4.26529  -0.19
20 N -7.30281 -3.28277 -4.67059  -0.19
21 N 8.40885 12.12002 0.64693  -0.19
22 N -4.40597 -4.57381 1.88179  -0.13
23 N 0.18193 5.18937 3.74260  -0.19
24 C -2.19937 -2.19942 1.02324  -0.22
25 C -7.27921 -4.37904 -3.71862  -0.03
26 C -8.57133 -2.86944 -5.24475  -0.05
27 C -1.68157 -6.15558 -1.54252  -0.05
28 C 0.09856 -1.01330 0.57383  -0.17
29 C 5.10666 -3.29152 -4.59235  -0.03
30 C 0.95989 6.40518 3.92090  -0.05
31 C -1.95439 -2.22279 3.60618  -0.22
32 C -4.32984 -3.40489 -0.83211  -0.13
33 C -3.05233 -4.19550 -0.52734  -0.28
34 C -1.91753 -3.15625 -0.20522  -0.39
35 C -4.57574 0.53838 3.55622  -0.03
36 C -6.14502 -2.68788 -4.99574  -0.33
37 C 7.92244 13.46806 0.89707  -0.04
38 C 2.18841 -1.12985 4.89727  -0.07
39 C -0.43367 -1.16235 -2.92863  -0.03
40 C 4.66775 -5.75372 -4.76638  -0.05
41 C -0.98291 5.06657 4.39579  -0.37
42 C -1.39949 -0.89936 0.86906  -0.13
43 C 3.62320 8.46907 3.01439  -0.37
44 C 5.76420 8.87131 4.12966  -0.05
45 C 2.80305 -0.34599 -0.41843  -0.23
46 C 9.14127 11.84394 -0.57307  -0.06
47 C -2.67765 -6.03078 -4.77526  -0.08
48 C 8.16014 11.17117 1.56260  -0.37
49 C 2.24118 -0.99070 3.37383  -0.25
50 C -3.91326 -5.51993 -2.60840  -0.20
51 C -1.71068 -2.91637 2.30245  -0.10
52 C 2.92447 -1.87013 -0.30239  -0.06
53 C -4.61827 -2.20156 0.04967  -0.08
54 C -3.98881 -0.40262 1.47372  -0.18
55 C 5.55176 8.82932 1.63186  -0.04
56 C 0.67419 4.14068 2.86691  -0.06
57 C 3.19486 -4.26437 -3.50862  -0.34
58 C -3.60263 -6.56443 -3.67497  -0.24
59 C -2.67342 -5.00861 -1.81600  -0.28
60 C -0.60003 -2.46041 -2.13647  -0.21
61 H -8.41174 -2.04469 -5.93490  0.09
62 H -4.84772 -6.97961 0.85297  0.09
63 H 6.22948 9.85595 4.13731  0.07
64 H -4.73233 -5.82780 -1.96374  0.10
65 H 2.88206 -2.16665 0.74325  0.07
66 H -4.55760 -6.78548 -4.15827  0.10
67 H 5.65718 -6.02614 -4.39635  0.09
68 H -2.88175 -6.53107 -5.72024  0.07
69 H -5.07790 -0.32810 1.40742  0.14
70 H 5.40984 7.90293 1.07248  0.09
71 H 6.54896 8.11173 4.14618  0.09
72 H -6.87068 -4.04132 -2.76420  0.08
73 H 3.76882 0.04636 -0.72573  0.12
74 H -4.01253 -2.38289 1.98720  0.13
75 H -2.18413 -3.87935 2.42341  0.07
76 H -5.17485 -4.07823 -0.73378  0.11
77 H -1.01527 -5.96938 -0.70757  0.06
78 H -5.58801 -2.33386 0.52153  0.13
79 H -5.40509 -0.15160 3.70446  0.10
80 H 8.57263 10.18566 1.28361  0.13
81 H -2.19169 -4.33953 -2.51848  0.11
82 H -3.26057 -7.51010 -3.26010  0.10
83 H -0.85690 -0.31603 -2.39721  0.08
84 H 6.83762 13.46373 1.00211  0.09
85 H 0.25841 -0.74309 -0.46826  0.07
86 H -1.62192 -6.16522 -4.55658  0.06
87 H -0.66429 -3.28307 -2.84701  0.12
88 H 0.62857 -1.01463 -3.11747  0.08
89 H 5.08460 9.64129 1.07407  0.10
90 H 4.68843 -5.74958 -5.85710  0.09
91 H -4.10121 0.76057 4.50589  0.10
92 H 5.94367 -3.60903 -5.20755  0.09
93 H 0.79497 4.52037 1.85183  0.09
94 H -0.64439 -3.10271 2.23448  0.13
95 H 1.80073 -2.10877 5.16417  0.06
96 H 5.48246 -2.82579 -3.68143  0.09
97 H 2.63827 -5.19631 -3.31583  0.13
98 H -5.31396 -5.00383 1.99807  0.01
99 H -8.29007 -4.74816 -3.56862  0.09
100 H -0.89476 -1.26474 -3.90854  0.08
101 H 10.04330 12.45638 -0.62141  0.09
102 H 1.63947 3.77249 3.22181  0.09
103 H -9.25468 -2.54260 -4.45940  0.09
104 H -9.02869 -3.69740 -5.78798  0.09
105 H -0.02637 3.31317 2.84446  0.05
106 H 1.21480 6.52984 4.97534  0.09
107 H 2.11205 -0.05514 -1.20776  0.11
108 H 4.51813 -2.55112 -5.13385  0.09
109 H -1.36193 -1.53833 5.25439  0.07
110 H 3.89818 -2.17953 -0.66983  0.08
111 H 8.20389 14.11104 0.06762  0.09
112 H -1.52609 -0.28146 1.75757  0.11
113 H -4.90384 1.48164 3.12378  0.10
114 H 8.52181 12.06056 -1.44515  0.09
115 H 3.95165 -6.50126 -4.43277  0.08
116 H 0.56146 -1.98202 0.74046  0.08
117 H -4.24357 -3.06633 -1.86017  0.12
118 H 3.17070 -0.98141 5.33235  0.07
119 H 0.29686 -2.63330 -1.55049  0.09
120 H 2.02325 -1.95261 2.91417  0.10
121 H 1.86476 6.34755 3.32645  0.06
122 H 3.20987 -0.60911 3.07022  0.11
123 H -2.90807 -4.97795 -4.94143  0.07
124 H -2.99365 -2.03808 3.88836  0.11
125 H 3.25062 8.40286 4.05148  0.13
126 H -4.71595 -1.31286 -0.57179  0.14
127 H 0.38042 7.27149 3.60499  0.10
128 H 8.34997 13.85764 1.82069  0.09
129 H -1.48910 4.10663 4.18500  0.13
130 H 5.14828 8.75692 5.01961  0.08
131 H -2.18184 -7.10296 -1.35372  0.08
132 H -2.37035 -6.44405 2.21605  0.10
133 H -6.64852 -5.18883 -4.08773  0.09
134 H -3.59691 0.22511 0.67771  0.15
135 H -6.26520 -1.87665 -5.73060  0.14
136 H 2.17543 -2.36835 -0.90277  0.03
137 H -4.27203 -4.65676 -3.16967  0.07
138 H 6.60918 9.02839 1.74555  0.06
139 H -1.04852 -6.31070 -2.41337  0.08
140 H 1.48008 -0.41111 5.29849  0.07
141 H -1.81802 -0.31639 0.05299  0.12
142 H 9.42931 10.79533 -0.60073  0.08

Computed properties:
Multiplicity ... 1
F_max ... 0.02971 Eh/bohr
Gap between HOMO and LUMO ... 0.28103 Ha
Net charge ... +1
Highest occupied orbital energy ... -9.724 eV